(1)
A cluster of 3 separate species, C3H9N2O2S in total, computed with ωB97M-V with the def2-TZVPD basis set.

Geometry as XYZ:
```
17
Properties=species:S:1:pos:R:3
N 0.51173 -1.12622 -0.97028
C 1.45325 -0.13027 -0.75705
C 1.38064 0.18498 0.88252
S 2.54363 1.38558 1.18642
C -3.21972 0.63190 -0.68852
N -4.35969 0.21789 -1.18724
O -2.07282 0.14614 -0.90877
H -0.37494 -0.66543 -1.17139
H 2.47781 -0.47644 -0.92155
H 1.26269 0.75964 -1.34653
H 1.56443 -0.84798 1.26982
H 0.40221 0.54075 1.16172
H -3.21410 1.55184 -0.02949
H -5.08073 0.57005 -0.54113
H 0.65113 -3.15616 1.04406
H 0.36308 -1.64637 0.00358
O 0.59115 -2.24758 1.37336
```

## Properties
Kohn-Sham gap: 3.29 eV
charge: -1
lowest unoccupied orbital energy: -0.50 eV
highest occupied orbital energy: -3.8 eV

(2)
A cluster of 2 separate species, C3H9N2O2S in total, computed with ωB97M-V with the def2-TZVPD basis set.

Geometry as XYZ:
```
17
Properties=species:S:1:pos:R:3
C -0.05880 2.17506 -0.33783
C 1.33963 0.62771 0.86936
C -0.94967 0.83281 1.51955
N -0.64995 -1.55058 -2.69443
N 0.15998 1.34811 0.63655
O 0.64661 -1.87637 -0.44477
O -1.69752 -2.20966 -0.25055
S -0.63785 -1.29556 -0.79473
H 0.88775 2.58487 -0.70342
H 1.93010 0.77604 1.92901
H 1.11202 -0.44695 0.71323
H 2.06273 0.87460 0.16777
H -1.34596 -0.13653 1.05686
H -0.72325 0.70209 2.52015
H -1.92549 1.43192 1.51813
H -0.50339 -2.55238 -2.83351
H 0.35305 -1.28517 -2.87139
```

## Properties
Kohn-Sham gap: 7.73 eV
charge: -1
lowest unoccupied orbital energy: 3.78 eV
highest occupied orbital energy: -4.0 eV

(2) takes first place; second place is 39.5 kcal/mol up.

(1)
A cluster of 2 separate species, C5H8ClN in total, computed with ωB97M-V with the def2-TZVPD basis set.

Geometry as XYZ:
```
15
Properties=species:S:1:pos:R:3
C 2.50797 -1.64059 -0.35774
C -1.40842 -0.76470 -0.83665
C 0.65853 0.93608 1.49714
C -1.40144 0.63747 -0.18800
C 0.03332 1.14023 0.30642
N 3.16885 -1.19635 0.43516
Cl 0.63652 2.52279 -0.55468
H -2.39443 -1.21038 -0.46345
H -0.56733 -1.35049 -0.36604
H -1.26716 -0.75048 -1.93536
H 1.55872 1.60694 1.74142
H 0.22044 0.15768 2.10390
H 2.02143 -2.11184 -1.20103
H -1.92500 0.54879 0.70093
H -1.84200 1.47485 -0.88201
```

## Properties
SMILES: C=C(Cl)CC.C#N
Kohn-Sham gap: 9.97 eV
lowest unoccupied orbital energy: 0.75 eV
highest occupied orbital energy: -9.2 eV

(2)
A cluster of 2 separate species, C5H8ClN in total, computed with ωB97M-V with the def2-TZVPD basis set.

Geometry as XYZ:
```
15
Properties=species:S:1:pos:R:3
C -2.10304 -2.69138 0.75546
C 0.91455 0.86554 0.12031
C -1.36883 -0.85110 -0.71636
C 1.36316 1.17248 -1.30569
C 1.44960 1.44222 1.21720
N -1.74636 -1.61703 0.16594
Cl -2.06891 0.77337 -0.92832
H 0.33851 0.00637 0.19131
H -1.48563 -2.88368 1.60307
H 1.84446 0.21779 -1.61301
H 2.05678 2.00362 -1.32754
H 0.61856 1.33211 -1.86445
H -2.91093 -3.25730 0.43481
H 1.09747 1.08273 2.08387
H 2.00060 2.40428 1.18338
```

## Properties
Kohn-Sham gap (spin up / spin down): 8.58 / 8.58 eV
lowest unoccupied orbital energy (spin up / spin down): -0.13 / -0.13 eV
highest occupied orbital energy (spin up / spin down): -8.7 / -8.7 eV

(1) takes first place; second place is 55.1 kcal/mol up.

(1)
The ion C3H5O2S2 with charge -1, computed with ωB97M-V with the def2-TZVPD basis set.

Geometry as XYZ:
```
12
Properties=species:S:1:pos:R:3
C -0.34092 -0.68681 -0.55877
C 0.21251 -2.23001 -0.24258
O -0.77713 -2.98202 -0.22482
O 1.43118 -2.33773 -0.26663
C 0.23174 0.21228 0.45993
S -0.62087 1.71041 0.96870
S -0.71440 3.46533 -0.10362
H -0.08738 -0.39368 -1.66175
H -1.48080 -0.79499 -0.27679
H 0.26056 -0.31469 1.40541
H 1.35080 0.42302 0.40374
H 0.53470 3.92889 0.09718
```

## Properties
SMILES: O=C([O-])CCSS
Kohn-Sham gap: 6.63 eV
charge: -1
lowest unoccupied orbital energy: 2.74 eV
highest occupied orbital energy: -3.9 eV

(2)
A cluster of 2 separate species, C3H5O2S2 in total, computed with ωB97M-V with the def2-TZVPD basis set.

Geometry as XYZ:
```
12
Properties=species:S:1:pos:R:3
C 2.78178 -0.10377 0.06509
C -0.27403 -1.17802 0.23494
C -1.10393 1.06518 -0.76380
O 3.16212 0.22879 1.11986
O 2.80204 -0.48523 -1.04576
S -2.67966 1.64145 0.03822
S 0.21918 0.60870 0.40635
H -1.19249 -1.32409 0.68641
H 0.35953 -1.71000 0.87954
H -0.18516 -1.23767 -0.89537
H -0.72668 2.14575 -1.22831
H -3.16268 0.34893 0.50282
```

## Properties
Kohn-Sham gap: 5.69 eV
charge: -1
lowest unoccupied orbital energy: 3.43 eV
highest occupied orbital energy: -2.3 eV

(1) takes first place; second place is 39.1 kcal/mol up.

(1)
An isolated molecule of C5H7FN2, computed with ωB97M-V with the def2-TZVPD basis set.

Geometry as XYZ:
```
15
Properties=species:S:1:pos:R:3
C 2.03079 -1.04546 0.21949
C 1.68356 0.27544 0.28850
C -0.10244 -0.88765 0.02187
C -0.39690 1.61180 -0.00724
C -1.70051 -1.08346 -0.23221
N 0.88253 -1.74941 0.11818
N 0.31515 0.39696 0.06611
F -2.43470 -0.68961 0.83758
H 3.01902 -1.42465 0.39697
H 2.19955 1.19614 0.14139
H -1.41351 1.37772 0.37200
H 0.20146 2.54093 0.43280
H -0.46967 1.89726 -1.01834
H -1.89983 -2.05729 -0.50349
H -1.91451 -0.35873 -1.13361
```

## Properties
SMILES: Cn1ccnc1CF
Kohn-Sham gap: 9.70 eV
lowest unoccupied orbital energy: 0.83 eV
highest occupied orbital energy: -8.9 eV

(2)
An isolated molecule of C5H7FN2, computed with ωB97M-V with the def2-TZVPD basis set.

Geometry as XYZ:
```
15
Properties=species:S:1:pos:R:3
C 1.50034 0.53673 0.32748
C 0.45249 1.27725 0.16448
C 1.74623 -0.79623 -0.28658
C -0.67457 0.71529 -0.68268
C -1.67756 -0.03577 0.17948
N 1.13386 -1.87632 -0.18590
N -1.40593 -0.80581 1.11502
F -2.90285 0.04605 -0.26032
H 2.44466 0.95436 0.75660
H 0.43545 2.13269 0.82124
H 2.61805 -0.69297 -1.01590
H -1.25736 1.54776 -1.18722
H -0.30245 -0.04389 -1.33271
H 0.20090 -1.72821 0.20245
H -2.31126 -1.23091 1.38455
```

## Properties
SMILES: [H]/N=C\C=C/C/C(F)=N/[H]
Kohn-Sham gap: 10.42 eV
lowest unoccupied orbital energy: 0.88 eV
highest occupied orbital energy: -9.5 eV

(1) takes first place; second place is 16.5 kcal/mol up.